w) The ion C3H4NO with charge +1, computed with the ωB97M-V functional and the def2-TZVPD basis.

Values from the calculation:
HOMO-LUMO gap = 10.1 eV
Lowest unoccupied orbital energy = -7.2 eV
Net charge = +1

Last column: Mulliken charge in e.
Element x y z (Å)
C: 0.99 -0.68 0.01  -0.163
C: -0.40 -1.09 0.01  0.292
C: -0.35 1.09 0.01  -0.192
N: 1.07 0.59 0.01  -0.212
O: -1.14 -0.07 0.01  -0.134
H: 1.86 -1.32 0.00  0.389
H: -0.83 -2.09 0.01  0.417
H: -0.54 1.73 0.88  0.303
H: -0.52 1.70 -0.89  0.301

x) The ion C3H4NO with charge +1, computed with the ωB97M-V functional and the def2-TZVPD basis.

Values from the calculation:
SMILES = C1#COC[NH2+]1
HOMO-LUMO gap (alpha / beta) = 8.1 / 8.1 eV
Lowest unoccupied orbital energy (alpha / beta) = -7.1 / -7.2 eV
Net charge = +1

Last column: Mulliken charge in e.
Element x y z (Å)
C: 1.04 0.91 0.57  -0.337
C: 0.53 0.18 1.62  0.499
O: -0.18 -0.81 1.23  -0.213
C: -0.24 -0.86 -0.24  -0.194
N: -0.01 0.68 -0.45  -0.223
H: -1.23 -1.09 -0.42  0.345
H: 0.73 -1.29 -0.55  0.385
H: -0.83 1.25 -0.29  0.347
H: 0.19 1.04 -1.46  0.391

Q: What are the energies relative to the best structure? A: w) 0.000; x) 5.569, in eV.

w) A cluster of 2 separate species, C3H12N3O in total, computed with the ωB97M-V functional and the def2-TZVPD basis.

Values from the calculation:
HOMO-LUMO gap = 11.2 eV
Lowest unoccupied orbital energy = -2.9 eV
Net charge = +1

Last column: Mulliken charge in e.
Element x y z (Å)
C: 1.54 -0.63 -1.14  -0.755
C: -0.75 0.19 -1.45  0.694
N: -0.66 1.14 -0.54  -0.382
N: 0.26 -0.55 -1.86  -0.190
N: -1.98 -0.01 -2.01  -0.496
H: 0.16 1.37 -0.02  0.234
H: -1.50 1.38 -0.04  0.258
H: 0.06 -1.39 -2.39  0.262
H: -1.99 -0.54 -2.88  0.259
H: -2.59 0.77 -2.24  0.280
H: 2.33 -0.37 -1.85  0.320
H: 1.73 -1.53 -0.55  0.299
H: 1.52 0.06 -0.31  0.188
C: 0.65 0.11 3.11  -0.588
O: -0.24 0.09 1.94  -0.468
H: -1.12 -0.17 2.25  0.299
H: 1.41 -0.67 2.92  0.226
H: 1.08 1.11 3.13  0.203
H: 0.09 -0.34 3.92  0.356

x) A cluster of 2 separate species, C3H12N3O in total, computed with the ωB97M-V functional and the def2-TZVPD basis.

Values from the calculation:
HOMO-LUMO gap = 10.2 eV
Lowest unoccupied orbital energy = -3.3 eV
Net charge = +1

Last column: Mulliken charge in e.
Element x y z (Å)
C: -0.01 2.13 0.60  -0.748
C: -1.36 -0.06 0.41  0.641
N: -0.48 -0.52 1.46  -0.361
N: -1.18 1.35 0.05  -0.289
N: -2.49 -0.50 -0.14  -0.322
H: 0.38 -0.18 1.31  0.147
H: -0.51 -1.47 1.79  0.287
H: -1.44 1.53 -0.82  0.246
H: -3.02 0.14 -0.79  0.265
H: -2.78 -1.42 0.14  0.265
H: 0.58 1.68 1.41  0.264
H: -0.46 3.17 0.86  0.282
H: 0.75 2.20 -0.23  0.313
C: 3.09 -1.12 -1.07  -0.588
O: 1.70 -1.08 -1.03  -0.460
H: 1.43 -1.36 -1.98  0.292
H: 3.51 -0.58 -1.83  0.335
H: 3.27 -0.72 -0.05  0.175
H: 3.41 -2.25 -0.82  0.255

Q: What are the energies relative to the best structure? A: w) 0.000; x) 1.963, in eV.

w) A cluster of 2 separate species, C3H12N3O in total, computed with the ωB97M-V functional and the def2-TZVPD basis.

Values from the calculation:
HOMO-LUMO gap = 11.9 eV
Lowest unoccupied orbital energy = -2.8 eV
Net charge = +1

Last column: Mulliken charge in e.
Element x y z (Å)
C: 1.01 1.61 -2.58  -1.017
C: 0.75 0.53 -0.42  0.652
N: 1.17 0.36 0.86  -0.398
N: 1.44 1.33 -1.23  -0.118
N: -0.28 -0.18 -0.84  -0.271
H: 2.00 0.86 1.13  0.209
H: 0.44 0.33 1.56  0.278
H: 2.04 1.98 -0.75  0.253
H: -0.51 -0.19 -1.82  0.188
H: -0.82 -0.72 -0.17  0.221
H: 1.37 2.57 -2.95  0.328
H: -0.07 1.69 -2.69  0.365
H: 1.43 0.90 -3.31  0.341
C: -1.66 -2.24 2.24  -0.569
O: -1.18 -0.90 1.89  -0.544
H: -1.82 -0.27 2.25  0.294
H: -2.72 -2.31 2.04  0.288
H: -1.42 -2.41 3.28  0.252
H: -1.19 -2.92 1.53  0.246

x) A cluster of 2 separate species, C3H12N3O in total, computed with the ωB97M-V functional and the def2-TZVPD basis.

Values from the calculation:
HOMO-LUMO gap = 9.2 eV
Lowest unoccupied orbital energy = -3.5 eV
Net charge = +1

Last column: Mulliken charge in e.
Element x y z (Å)
C: 0.38 1.44 1.13  -0.263
C: -0.48 1.78 0.15  -0.166
N: -1.44 1.03 -0.43  -0.425
N: 1.27 2.50 1.63  -0.268
H: 0.48 0.49 1.67  0.353
H: -0.36 2.81 -0.30  0.170
H: -1.82 1.27 -1.33  0.313
H: -1.24 0.02 -0.38  0.205
H: 2.23 2.10 1.76  0.382
H: 0.96 2.81 2.55  0.362
H: 1.34 3.28 0.96  0.349
N: -0.82 -3.13 -1.55  -0.592
C: 0.13 -2.10 -1.22  -0.315
O: -0.02 -1.59 0.11  -0.595
H: -0.57 -4.03 -1.07  0.249
H: -1.72 -2.87 -1.17  0.255
H: 1.15 -2.53 -1.30  0.366
H: -0.09 -1.29 -1.93  0.296
H: 0.62 -1.99 0.73  0.322

Q: What are the energies relative to the best structure? A: w) 0.000; x) 1.869, in eV.

w) The molecule C3H4P2, computed with the ωB97M-V functional and the def2-TZVPD basis.

Values from the calculation:
HOMO-LUMO gap (alpha / beta) = 6.4 / 5.5 eV
Lowest unoccupied orbital energy (alpha / beta) = -1.1 / -1.3 eV

Last column: Mulliken charge in e.
Element x y z (Å)
C: 1.37 -0.19 0.05  -0.006
C: -0.27 -0.68 -0.02  -0.123
C: -1.32 0.35 -0.02  -0.899
P: 3.01 -0.79 0.04  -0.046
P: 2.42 1.22 0.00  -0.117
H: -0.41 -1.74 0.04  0.384
H: -0.90 1.33 0.17  0.292
H: -2.08 0.13 0.73  0.268
H: -1.82 0.38 -1.00  0.247

x) The molecule C3H4P2, computed with the ωB97M-V functional and the def2-TZVPD basis.

Values from the calculation:
SMILES = C=CP1#P=C1
HOMO-LUMO gap = 8.0 eV
Lowest unoccupied orbital energy = -0.7 eV

Last column: Mulliken charge in e.
Element x y z (Å)
C: -1.19 -0.08 -0.97  -0.635
C: -0.70 -0.83 0.03  -0.276
P: 1.12 -1.07 0.15  -0.070
P: 1.89 0.89 -0.44  -0.055
C: 1.28 0.42 1.13  -0.264
H: -2.14 0.37 -0.76  0.225
H: -0.58 0.26 -1.80  0.309
H: -1.43 -0.93 0.80  0.355
H: 1.75 0.97 1.87  0.409

Q: What are the energies relative to the best structure? A: w) 0.650; x) 0.000, in eV.

w) A cluster of 2 separate species, C3H9NO3P in total, computed with the ωB97M-V functional and the def2-TZVPD basis.

Values from the calculation:
HOMO-LUMO gap (alpha / beta) = 8.6 / 7.6 eV
Lowest unoccupied orbital energy (alpha / beta) = 3.5 / 2.8 eV
Net charge = -1

Last column: Mulliken charge in e.
Element x y z (Å)
C: 1.96 -0.64 1.13  -1.188
C: -0.59 0.40 -2.09  -1.022
C: 0.48 -0.99 1.10  0.278
N: -0.29 -0.02 1.79  -0.621
O: -2.06 2.47 -1.11  -0.738
O: -2.44 0.11 -0.06  -0.801
O: -0.37 1.56 0.39  -0.482
P: -1.51 1.15 -0.64  0.979
H: 2.54 -1.37 0.56  0.338
H: 2.09 0.34 0.69  0.268
H: 2.33 -0.61 2.16  0.310
H: -1.10 0.74 -2.99  0.332
H: 0.44 0.74 -2.11  0.252
H: -0.62 -0.69 -2.06  0.308
H: 0.14 -1.13 0.06  0.004
H: 0.30 -1.94 1.62  0.363
H: -1.28 -0.13 1.55  0.421

x) The ion C3H9NO3P with charge -1, computed with the ωB97M-V functional and the def2-TZVPD basis.

Values from the calculation:
SMILES = CCNO[P@](C)(=O)[O-]
HOMO-LUMO gap = 8.9 eV
Lowest unoccupied orbital energy = 3.8 eV
Net charge = -1

Last column: Mulliken charge in e.
Element x y z (Å)
C: 0.02 1.75 -0.36  -1.300
C: 0.98 0.63 -0.51  0.029
N: 1.65 0.41 0.80  -0.368
O: 0.48 -0.07 1.90  -0.406
P: 0.16 -1.72 2.00  0.998
C: -1.15 -1.80 0.66  -1.009
O: -0.46 -1.92 3.33  -0.747
O: 1.42 -2.37 1.51  -0.780
H: -0.60 1.76 -1.18  0.384
H: -0.59 1.63 0.54  0.269
H: 0.70 2.61 -0.33  0.345
H: 0.26 -0.18 -0.90  0.071
H: 1.93 0.78 -1.11  0.374
H: 2.30 -0.31 0.48  0.309
H: -1.88 -2.53 0.98  0.343
H: -1.63 -0.74 0.75  0.144
H: -0.75 -2.18 -0.17  0.345

Q: What are the energies relative to the best structure? A: w) 0.000; x) 0.126, in eV.

w) The molecule C2H4N4, computed with the ωB97M-V functional and the def2-TZVPD basis.

Values from the calculation:
HOMO-LUMO gap = 9.4 eV
Lowest unoccupied orbital energy = 0.5 eV

Last column: Mulliken charge in e.
Element x y z (Å)
N: 2.05 -0.08 -0.19  -0.113
C: 0.59 -0.05 -0.03  0.630
N: 1.16 -0.89 0.76  -0.443
N: -1.83 -0.53 0.77  -0.578
C: -1.61 0.33 -0.14  0.015
N: -0.33 0.63 -0.61  -0.632
H: 2.63 0.62 0.24  0.263
H: 2.47 -0.61 -0.95  0.263
H: -2.83 -0.59 0.97  0.224
H: -2.38 0.92 -0.64  0.370

x) The molecule C2H4N4, computed with the ωB97M-V functional and the def2-TZVPD basis.

Values from the calculation:
SMILES = Nn1cncn1
HOMO-LUMO gap = 10.9 eV
Lowest unoccupied orbital energy = 0.8 eV

Last column: Mulliken charge in e.
Element x y z (Å)
N: 1.53 0.14 0.92  -0.738
N: 0.41 0.08 0.04  0.768
C: 0.27 -0.90 -0.86  0.023
N: -1.13 -0.78 -1.12  -0.550
C: -1.48 0.42 -0.47  0.002
N: -0.58 0.88 0.34  -0.796
H: 1.95 1.08 0.84  0.289
H: 0.83 0.21 1.95  0.342
H: 0.90 -1.67 -1.22  0.385
H: -2.69 0.54 -0.42  0.274

y) The molecule C2H4N4, computed with the ωB97M-V functional and the def2-TZVPD basis.

Values from the calculation:
HOMO-LUMO gap (alpha / beta) = 7.8 / 7.8 eV
Lowest unoccupied orbital energy (alpha / beta) = -0.4 / -0.4 eV

Last column: Mulliken charge in e.
Element x y z (Å)
C: 0.60 1.16 -0.51  -0.819
N: 0.90 -0.22 -0.89  -0.357
N: 0.70 -1.20 -0.15  -0.052
C: -0.29 -1.43 0.76  -0.027
N: -1.39 -0.68 0.66  0.317
N: -1.99 0.04 -0.01  -0.387
H: 0.33 1.28 0.55  0.390
H: -0.17 1.61 -1.14  0.281
H: 1.54 1.69 -0.70  0.272
H: -0.23 -2.25 1.45  0.384

z) A cluster of 2 separate species, C2H4N4 in total, computed with the ωB97M-V functional and the def2-TZVPD basis.

Values from the calculation:
HOMO-LUMO gap = 8.7 eV
Lowest unoccupied orbital energy = 0.2 eV

Last column: Mulliken charge in e.
Element x y z (Å)
C: 0.86 2.15 -1.75  0.454
C: 0.37 0.37 -0.35  0.477
N: -0.23 2.72 -1.93  -0.559
N: 1.77 1.61 -1.25  -0.593
N: 1.07 -0.53 0.29  -0.394
N: -0.76 0.78 -0.51  -0.367
H: 2.03 -0.56 0.02  0.257
H: 0.90 -1.14 1.06  0.217
H: -0.31 3.27 -2.95  0.263
H: -1.69 0.61 -0.11  0.246

Q: What are the energies relative to the best structure? A: w) 0.000; x) 0.164; y) 1.059; z) 0.538, in eV.